The following is a DFT calculation (wB97M-V/def2-TZVPD) of a 2-piece molecular cluster, C8H8 overall in a non-equilibrium geometry.

Structure (XYZ):
```
16
Properties=species:S:1:pos:R:3:forces:R:3:mulliken_charge:R:1
C 0.03624 -0.50772 -1.89350 0.014 -4.537 -0.235 -0.097
C -0.46016 0.69310 -1.73212 1.286 5.204 1.176 -0.267
C -1.24449 1.14770 -0.66669 -1.675 -0.065 0.626 -0.360
C -1.83356 0.10027 0.05738 -1.488 -1.445 2.074 -0.185
C -1.36803 -1.27118 -0.02467 0.470 2.188 -0.917 -0.273
C -0.37509 -1.56906 -0.94145 0.560 -0.202 -3.196 -0.463
H 0.59182 -0.59495 -2.88449 -0.262 -0.821 1.884 0.278
H 0.12552 1.49563 -2.20774 -0.832 -0.207 -0.605 0.241
H -1.41438 2.28557 -0.53770 -0.056 -2.310 -0.104 0.284
H -2.74990 0.02173 0.81708 2.108 1.601 -1.571 0.170
H -1.86002 -1.92077 0.68383 0.345 -0.564 -0.302 0.370
H -0.03153 -2.59792 -1.27199 -0.431 1.170 1.212 0.295
C 2.07521 0.59705 2.29203 8.208 1.602 4.858 -0.415
C 3.16724 0.81292 2.94029 -5.285 -1.542 -3.433 -0.328
H 1.19281 0.45944 1.78791 -1.595 -0.203 -0.896 0.390
H 4.16155 0.83278 3.42544 -1.366 0.130 -0.572 0.361
```
Positions in Å, forces in eV/Å.

The energy relative to the best compared isomer or geometry (same formula, charge and spin) comes out at 369.2 kJ/mol. As for the SMILES: c1ccccc1.C#C. The calculation puts the gap between HOMO and LUMO at 10.21 eV. The value obtained for the total energy is -8421.19441 eV. The calculation puts the lowest unoccupied orbital energy at 0.91 eV. The calculation puts the HOMO energy at -9.31 eV.

=====

The following is a DFT calculation (wB97M-V/def2-TZVPD) of a 2-piece molecular cluster, C8H8 overall in a non-equilibrium geometry.

Structure (XYZ):
```
16
Properties=species:S:1:pos:R:3:forces:R:3:mulliken_charge:R:1
C 0.12312 -0.54558 -0.63174 -0.498 -2.132 1.080 0.011
C -0.86154 -1.39898 -0.07824 0.325 0.701 0.143 -0.581
C -2.05055 -0.83340 0.36882 0.942 1.343 -1.488 -0.282
C -2.25949 0.54578 0.20951 0.600 1.174 1.442 -0.323
C -1.14177 1.44312 0.00086 0.193 -2.013 0.624 -0.442
C 0.11405 0.83363 -0.42186 -4.160 -1.378 -0.392 -0.232
H 0.95920 -1.21387 -0.99262 -1.055 1.433 0.213 0.156
H -0.52699 -2.42956 0.05717 -0.778 0.096 -0.135 0.310
H -2.89700 -1.26218 0.81119 -0.689 -1.564 0.420 0.379
H -3.31394 0.82856 0.55214 1.867 0.424 -0.587 0.239
H -1.16343 2.45423 0.45142 -0.175 -0.423 -1.149 0.311
H 0.88942 1.30427 -0.89999 1.687 1.991 -0.181 0.454
C 3.23055 -0.03153 0.81501 2.377 0.859 0.274 -0.074
C 2.82561 0.08590 -0.33840 -0.704 -2.060 -0.080 -0.590
H 3.99503 0.03019 1.71880 -2.456 -0.199 -2.349 0.301
H 2.17783 -0.30525 -1.24194 2.524 1.749 2.164 0.364
```
Positions in Å, forces in eV/Å.

The energy relative to the best compared isomer or geometry (same formula, charge and spin) comes out at 416.9 kJ/mol. As for the SMILES: c1ccccc1.C#C. The calculation puts the gap between HOMO and LUMO at 9.98 eV. The value obtained for the total energy is -8420.69933 eV. The calculation puts the lowest unoccupied orbital energy at 0.86 eV. The calculation puts the HOMO energy at -9.12 eV.

=====

The following is a DFT calculation (wB97M-V/def2-TZVPD) of C8H8 as an isolated structure in a non-equilibrium geometry.

Structure (XYZ):
```
16
Properties=species:S:1:pos:R:3:forces:R:3:mulliken_charge:R:1
C -1.17470 -0.57841 -0.03597 2.419 1.066 -0.146 0.037
C -0.57238 0.73484 -0.02336 -0.823 0.662 -1.074 -0.011
C -2.29436 -1.26008 -0.22464 -0.858 -0.471 0.865 -0.688
C -0.84819 2.00844 0.22868 0.672 -1.389 -0.219 -1.002
C 1.73302 -0.56895 -0.94076 -2.157 0.354 -0.921 -0.368
C 1.62483 0.00651 1.01290 2.451 -1.663 1.815 -0.378
C 2.79419 -0.07662 -0.06227 -1.732 0.071 1.152 -0.550
C 0.49716 -0.21504 -0.00105 0.559 -1.695 0.449 0.554
H -2.52926 -2.32037 0.02286 0.935 0.718 -0.540 0.258
H -3.22694 -0.70642 -0.43052 0.610 -0.005 0.013 0.246
H -0.23024 2.81941 0.48751 1.343 0.485 -0.035 0.323
H -1.83956 2.25619 0.24669 -2.596 0.601 0.167 0.301
H 1.63994 -0.42608 -1.99986 0.308 0.413 -0.746 0.441
H 1.95189 -1.62948 -0.87311 0.018 -0.766 0.382 0.266
H 1.87777 -0.81725 1.85186 -0.814 2.005 -1.622 0.277
H 1.69854 1.03668 1.39609 -0.335 -0.387 0.459 0.294
```
Positions in Å, forces in eV/Å.

The energy relative to the best compared isomer or geometry (same formula, charge and spin) comes out at 804.3 kJ/mol. The calculation puts the gap between HOMO and LUMO at 8.61 eV. The value obtained for the total energy is -8416.68489 eV. The calculation puts the lowest unoccupied orbital energy at -0.06 eV. The calculation puts the HOMO energy at -8.68 eV.

=====

The following is a DFT calculation (wB97M-V/def2-TZVPD) of a 2-piece molecular cluster, C8H8 overall in a non-equilibrium geometry.

Structure (XYZ):
```
16
Properties=species:S:1:pos:R:3:forces:R:3:mulliken_charge:R:1
C -0.77633 0.42847 0.38228 -2.928 -1.609 -2.182 -0.491
C 0.14476 0.33237 -0.69382 -2.698 2.974 -0.313 0.169
C 0.80976 -0.79313 -0.86297 1.608 -1.218 -3.532 -0.257
C 0.44852 -2.02925 -0.35438 2.611 0.258 -0.444 -0.537
C -0.52979 -1.95182 0.57549 -0.982 -4.866 2.487 0.004
C -1.17624 -0.81798 0.94080 -2.239 3.459 0.972 -0.386
H -1.36052 1.40332 0.37050 0.275 -1.875 0.722 0.425
H 0.23545 1.36353 -1.29685 -0.361 -4.621 0.655 -0.009
H 1.49558 -0.70057 -1.70195 0.343 -0.695 0.065 0.290
H 1.13780 -2.84855 -0.71886 -1.532 0.422 1.034 0.306
H -0.85486 -2.89000 1.18328 0.545 1.448 -1.462 0.196
H -2.14184 -0.88834 1.59524 2.179 0.231 -1.033 0.246
C 0.82271 2.62605 -0.37282 0.808 3.644 -1.762 -0.182
C 0.58995 2.07680 0.64138 1.012 1.324 6.348 -0.597
H 0.72608 2.95173 -1.39121 0.598 0.309 0.424 0.396
H 0.42897 1.73738 1.70390 0.762 0.814 -1.979 0.424
```
Positions in Å, forces in eV/Å.

The energy relative to the best compared isomer or geometry (same formula, charge and spin) comes out at 577.9 kJ/mol. As for the SMILES: c1ccccc1.C#C. The calculation puts the gap between HOMO and LUMO at 8.80 eV. The value obtained for the total energy is -8419.03138 eV. The calculation puts the lowest unoccupied orbital energy at 0.84 eV. The calculation puts the HOMO energy at -7.96 eV.

=====

The following is a DFT calculation (wB97M-V/def2-TZVPD) of C8H8AsCsF6N6O6 as an isolated structure.

Structure (XYZ):
```
36
Properties=species:S:1:pos:R:3:forces:R:3:mulliken_charge:R:1
Cs -0.71627 0.25737 -0.41002 0.149 -0.023 0.233 1.154
N 1.35917 -0.63876 -4.10899 -0.158 -0.011 0.062 -0.745
N 0.50894 -1.73267 -4.33416 0.033 0.001 -0.053 -0.031
C -0.76199 -1.80444 -3.88393 0.009 0.115 0.047 0.783
N -1.31664 -3.01985 -3.87104 0.010 0.095 -0.251 -0.405
N -1.30046 -0.63454 -3.51333 -0.132 -0.228 -0.037 -0.557
N -2.60342 -0.64785 -3.12201 -0.050 0.070 -0.108 0.938
O -3.39438 -1.52221 -3.47703 0.039 -0.050 -0.036 -0.741
O -2.95369 0.29733 -2.42901 0.006 0.031 -0.057 -0.638
H 0.87385 0.19064 -4.42924 0.044 0.014 -0.028 0.314
H 1.49206 -0.54472 -3.10432 0.029 0.004 -0.021 0.292
H 0.99586 -2.60366 -4.46669 0.006 0.002 0.031 0.288
H -0.70188 -3.79751 -3.68082 -0.054 -0.022 0.091 0.249
H -2.29147 -3.06408 -3.62343 0.034 -0.077 0.084 0.274
O 0.22778 3.69194 7.15405 0.108 -0.168 -0.272 -0.430
C 0.51197 4.46562 6.31707 -0.169 0.590 0.779 0.797
O 0.78511 5.48056 5.79967 0.063 -0.186 -0.212 -0.406
C 0.43072 3.14291 4.53552 0.008 -0.172 -0.104 0.218
C 0.44656 1.79974 4.79611 -0.023 0.142 -0.207 -0.558
C 0.39915 1.01839 3.64174 0.042 -0.072 0.107 -0.460
N 0.35745 1.51811 2.41059 -0.104 0.073 -0.035 -0.141
C 0.33317 2.83981 2.23807 0.028 -0.099 0.052 0.207
C 0.36253 3.73699 3.31946 0.027 -0.061 0.012 -0.316
C 0.23722 3.40643 0.79673 -0.062 -0.145 0.057 0.230
O -0.31604 4.50809 0.71374 0.124 0.040 -0.039 -0.722
O 0.70039 2.64777 -0.08579 -0.056 0.200 -0.075 -0.809
H 0.47821 1.38529 5.79228 0.008 -0.067 -0.011 0.438
H 0.40212 -0.06459 3.72572 -0.008 0.001 -0.003 0.417
H 0.32510 4.80163 3.14192 -0.018 -0.004 -0.054 0.482
F 0.83231 -2.01280 -1.56589 0.163 0.017 0.293 -0.601
As 0.74336 -3.60728 -0.80440 0.053 -0.072 -0.118 1.944
F 2.45828 -3.62658 -0.68565 0.040 0.001 0.014 -0.484
F 0.85409 -4.29095 -2.42371 -0.080 0.013 -0.063 -0.542
F 0.61586 -5.19579 -0.16138 -0.043 -0.026 0.060 -0.493
F -0.98199 -3.47974 -0.97254 -0.120 -0.124 -0.040 -0.455
F 0.60695 -2.90060 0.77072 0.054 0.197 -0.098 -0.491
```
Positions in Å, forces in eV/Å.

The energy relative to the best compared isomer or geometry (same formula, charge and spin) comes out at 39.2 kJ/mol. As for the spin multiplicity: 2. The calculation puts the gap between HOMO and LUMO (alpha / beta) at 8.26 / 6.77 eV. The charge is -1. The value obtained for the total energy is -107346.33287 eV. The calculation puts the lowest unoccupied orbital energy (alpha / beta) at 2.14 / 0.54 eV. The calculation puts the HOMO energy (alpha / beta) at -6.12 / -6.24 eV.

=====

The following is a DFT calculation (wB97M-V/def2-TZVPD) of C8H8AuN2O3S2Se as an isolated structure.

Structure (XYZ):
```
25
Properties=species:S:1:pos:R:3:forces:R:3:mulliken_charge:R:1
Au 3.55130 0.88949 1.35864 0.308 -0.019 -0.415 0.096
O 1.83159 1.13873 4.01695 0.005 -0.169 0.076 -0.562
S 1.58267 2.35033 3.26219 0.589 0.199 -0.046 0.893
O 0.69399 2.06933 2.09647 -0.116 0.198 0.069 -0.672
O 1.14821 3.48725 4.04089 -0.202 0.111 -0.124 -0.634
S 3.45738 2.94517 2.40130 -0.518 -0.377 0.293 -0.526
C 0.93510 -2.36796 -2.12427 0.006 -0.027 -0.020 -0.921
N 0.53881 -1.33915 -1.19463 0.145 0.100 0.127 0.183
C 1.34825 -0.69465 -0.29870 -0.246 -0.138 -0.051 0.098
Se 3.15893 -1.08326 -0.07433 -0.014 0.161 0.185 -0.288
N 0.60480 0.18969 0.36700 -0.001 -0.047 -0.039 0.256
C -0.69852 0.14125 -0.08908 0.092 -0.153 -0.142 0.163
C -1.82112 0.86349 0.28031 -0.020 0.043 0.028 -0.601
C -2.99849 0.56711 -0.38858 0.001 0.002 0.004 -0.459
C -3.05075 -0.41147 -1.38693 0.037 0.006 0.017 -0.495
C -1.92291 -1.13095 -1.75479 -0.018 -0.044 -0.055 -0.636
C -0.74636 -0.83347 -1.08498 -0.081 0.099 0.068 0.264
H 1.97773 -2.61761 -1.94941 -0.007 0.004 0.014 0.243
H 0.82111 -2.01749 -3.15149 -0.016 0.002 0.005 0.325
H 0.32117 -3.25712 -1.97512 0.011 -0.008 -0.011 0.325
H 0.87319 0.88316 1.14392 0.060 0.056 0.011 0.278
H -1.74966 1.61732 1.05293 -0.013 0.001 0.006 0.526
H -3.90247 1.10546 -0.13594 0.005 0.010 0.015 0.380
H -3.99200 -0.60868 -1.88313 0.002 -0.014 -0.011 0.362
H -1.96195 -1.88596 -2.52923 -0.008 0.001 -0.002 0.403
```
Positions in Å, forces in eV/Å.

The energy relative to the best compared isomer or geometry (same formula, charge and spin) comes out at 0.0 kJ/mol. The calculation puts the gap between HOMO and LUMO at 6.75 eV. The charge is -1. The value obtained for the total energy is -108261.91176 eV. The calculation puts the lowest unoccupied orbital energy at 2.41 eV. The calculation puts the HOMO energy at -4.35 eV.